# C11H19N3OS

One molecule with the formula C11H19N3OS in a non-equilibrium geometry (the ωB97M-V functional and the def2-TZVPD basis, the OMol25 dataset).

Geometry as ORCA input:
```
! RIJCOSX wB97M-V def2-TZVPD def2/J DEFGRID3
* xyz 0 1
C -0.41 -3.24 1.79
C -0.40 -4.10 0.53
C -0.10 -3.30 -0.74
C -1.20 -2.29 -1.06
C -1.04 -1.66 -2.45
C 0.30 -0.91 -2.62
C 0.54 0.06 -1.50
O 1.42 -0.04 -0.67
N -0.34 1.12 -1.48
C -0.29 2.09 -0.52
N -1.12 3.09 -0.49
N -0.89 3.91 0.53
C 0.10 3.58 1.27
C 0.57 4.36 2.45
C 1.96 4.94 2.20
H 2.68 4.15 2.01
H 2.29 5.51 3.07
H 1.94 5.60 1.34
H -0.15 5.15 2.63
H 0.60 3.70 3.32
S 0.90 2.09 0.75
H -1.07 1.21 -2.17
H 0.29 -0.38 -3.57
H 1.12 -1.63 -2.63
H -1.87 -0.97 -2.62
H -1.10 -2.44 -3.21
H -1.20 -1.50 -0.31
H -2.17 -2.79 -1.03
H 0.01 -3.99 -1.58
H 0.85 -2.77 -0.60
H -1.36 -4.61 0.42
H 0.37 -4.87 0.64
H -1.26 -2.56 1.78
H -0.50 -3.87 2.67
H 0.50 -2.66 1.86
*
```

HOMO: -9.0 eV
SMILES: CCCCCCC(=O)Nc1nnc(CC)s1
E_tot: -29068.8112 eV
lowest unoccupied orbital energy: 0.713 eV
HOMO-LUMO gap: 0.35722 Ha

These are the Mulliken partial charges, in e, on atoms 1 to 4: number 1, C, carries -1.135; number 2, C, carries -0.567; number 3, C, carries -0.426; number 4, C, carries -0.484

***

# C11H19N3S

C11H19N3S as an isolated structure in a non-equilibrium geometry (the ωB97M-V functional and the def2-TZVPD basis, the OMol25 dataset).

Geometry as ORCA input:
```
! RIJCOSX wB97M-V def2-TZVPD def2/J DEFGRID3
* xyz 0 1
C 2.11 1.47 -0.50
C 1.92 -0.03 -0.73
C -1.07 0.63 1.11
C -0.75 0.51 -1.35
C -1.94 -3.42 2.23
C 0.72 2.06 -0.08
C -0.72 -0.26 -0.12
C 0.43 1.12 1.08
C -0.39 2.01 -1.08
C 0.73 -0.21 0.39
C -0.19 2.90 -2.39
N -0.44 -4.27 0.68
N 1.03 -1.25 1.33
N -1.51 -4.16 1.30
S 1.24 -2.75 1.00
H 2.94 1.77 0.24
H 2.48 1.90 -1.44
H 1.61 -0.30 -1.71
H 2.72 -0.66 -0.56
H -1.89 1.44 1.15
H -1.30 0.02 2.02
H -0.15 0.15 -2.22
H -1.66 0.47 -1.94
H -1.16 -2.70 2.65
H -2.93 -3.56 2.52
H 0.85 3.00 0.27
H -1.14 -1.21 -0.31
H 0.94 1.49 1.99
H -1.27 2.50 -0.63
H -0.04 3.96 -2.09
H -1.09 2.74 -2.98
H 0.63 2.50 -3.07
H -2.14 -4.85 0.94
H 1.44 -3.02 2.31
*
```

HOMO (spin up / spin down): -7.7 / -7.5 eV
E_tot: -27013.0406 eV
lowest unoccupied orbital energy (spin up / spin down): 0.083 / 0.092 eV
HOMO-LUMO gap (spin up / spin down): 0.28437 / 0.27771 Ha

These are the Mulliken partial charges, in e, on atoms 1 to 4: number 1, C, carries -0.810; number 2, C, carries -1.181; number 3, C, carries -1.094; number 4, C, carries -1.732

***

# C11H19NOS

One molecule with the formula C11H19NOS in a non-equilibrium geometry (the ωB97M-V functional and the def2-TZVPD basis, the OMol25 dataset).

Geometry as ORCA input:
```
! RIJCOSX wB97M-V def2-TZVPD def2/J DEFGRID3
* xyz 0 3
C -2.15 -0.27 -0.04
C -1.78 -1.86 1.60
C -0.61 -0.25 0.13
C 0.62 -0.01 -2.00
C -0.87 -2.00 -1.63
C 1.30 -1.83 -0.42
C -0.79 0.90 2.27
C -0.47 2.30 0.25
C 1.53 0.95 1.17
C 0.11 -1.05 -0.96
C -0.02 0.92 0.94
N -2.74 -1.28 0.76
O -2.70 0.46 -0.81
S -1.92 -2.60 2.96
H 1.27 -0.56 -2.61
H 1.04 0.88 -1.47
H -0.20 0.34 -2.46
H -0.44 -2.51 -2.50
H -1.14 -2.82 -0.94
H -1.84 -1.55 -2.04
H 1.00 -2.88 -0.51
H 1.44 -1.67 0.72
H 2.26 -1.47 -0.77
H -1.09 -0.13 2.52
H -1.63 1.65 2.31
H -0.13 1.31 3.11
H 0.44 2.58 -0.23
H -1.22 2.13 -0.51
H -0.88 2.93 1.02
H 1.74 1.01 0.14
H 1.70 0.08 1.79
H 1.78 1.80 1.73
H -3.75 -1.21 0.92
*
```

HOMO (spin up / spin down): -6.8 / -10.0 eV
E_tot: -26082.7346 eV
lowest unoccupied orbital energy (spin up / spin down): 0.032 / -1.477 eV
HOMO-LUMO gap (spin up / spin down): 0.25004 / 0.31228 Ha
<S²>: 2.01

These are the Mulliken partial charges, in e, on atoms 1 to 4: number 1, C, carries -0.246; number 2, C, carries -0.041; number 3, C, carries -0.551; number 4, C, carries -2.155

***

# C11H19NOsSi

C11H19NOsSi as an isolated structure in a non-equilibrium geometry (the ωB97M-V functional and the def2-TZVPD basis, the OMol25 dataset).

Geometry as ORCA input:
```
! RIJCOSX wB97M-V def2-TZVPD def2/J DEFGRID3
* xyz 0 5
C -1.45 1.16 -1.60
C -0.81 -0.07 -1.97
C 0.60 0.15 -2.05
C 0.84 1.51 -1.67
C -0.43 2.14 -1.43
Os -0.13 0.66 0.19
C -1.27 -1.90 0.46
C -2.55 -1.77 1.28
C -3.23 -0.77 1.93
N 0.86 1.87 1.65
H 1.33 -0.54 -2.45
H -1.29 -0.98 -2.28
H 1.81 1.98 -1.66
H -0.56 3.14 -1.05
H -2.51 1.27 -1.39
H -1.54 -2.22 -0.66
H -1.33 1.70 0.83
H -0.17 -2.20 0.61
H -4.27 -1.13 2.01
H -3.05 0.24 2.39
C 2.54 1.34 2.13
Si 2.03 -0.15 1.08
C 3.53 -0.49 -0.08
C 1.72 -1.66 2.17
H 2.47 2.27 1.52
H 3.42 1.24 2.66
H 1.69 1.47 2.94
H 4.43 -0.66 0.53
H 3.35 -1.39 -0.69
H 3.72 0.36 -0.74
H 2.61 -1.85 2.76
H 0.87 -1.47 2.85
H 1.50 -2.56 1.58
*
```

HOMO (spin up / spin down): -6.9 / -8.0 eV
E_tot: -23536.8073 eV
lowest unoccupied orbital energy (spin up / spin down): 0.011 / -1.698 eV
HOMO-LUMO gap (spin up / spin down): 0.25505 / 0.23159 Ha
<S²>: 6.19

These are the Mulliken partial charges, in e, on atoms 1 to 4: number 1, C, carries -0.608; number 2, C, carries -0.671; number 3, C, carries -0.315; number 4, C, carries -0.457

***

Q: Which value of E_tot does entry 1 give?
A: -29068.8112 eV

***

Q: Among the records above, which one has the highest E_tot?
A: C11H19NOsSi

***

Q: Among the records above, which one has the lowest E_tot?
A: C11H19N3OS